1.
9
Properties=species:S:1:pos:R:3:forces:R:3:nbo_charge:R:1 method="wB97M-V/def2-TZVPD" gap_ev="11.8749 / 9.6033" spin_multiplicity=2 lumo_energy_ev="-16.837 / -18.897" total_charge=+4 s2=0.75
Na 0.1185 -1.8495 -0.8684 0.571 -1.383 -0.761 0.990
Na 1.4003 1.0949 0.7151 1.351 0.785 0.717 0.987
Na -1.7636 2.4566 0.8977 -0.370 1.223 -0.115 0.999
Na -2.8220 -0.3810 -0.7842 -1.080 0.055 -0.992 0.998
Na -1.0844 -0.8427 2.1099 -0.048 -0.503 1.111 0.997
O -0.7262 0.3927 -0.0743 0.515 -0.903 0.791 -1.416
H 0.0501 0.3630 -0.6668 -1.225 0.511 -0.256 0.438
O 2.2254 -0.9249 -0.3352 -0.858 0.655 0.042 -0.464
H 2.6019 -0.3091 -0.9937 1.143 -0.440 -0.537 0.472

***

2.
8
Properties=species:S:1:pos:R:3:forces:R:3:nbo_charge:R:1 method="wB97M-V/def2-TZVPD" gap_ev=8.0729 lumo_energy_ev=-0.724 total_charge=0 smiles="OSC(=S)SO" e_above_lowest_kcal_mol=38.9
C -0.1010 0.0063 -0.0979 4.144 0.668 2.624 -0.577
O 2.4577 0.0392 1.2105 0.070 -0.415 -1.645 -0.822
O -2.3695 0.0835 -1.0737 1.501 -1.211 0.228 -0.800
S -0.1626 1.2950 0.9043 -0.956 -0.902 -1.019 0.061
S 1.6382 -1.0484 0.2697 -1.311 0.985 0.061 0.462
S -0.8580 -0.6876 -1.3741 -2.128 0.594 0.224 0.703
H 2.1156 0.0785 2.0966 -0.614 -0.150 0.690 0.493
H -2.7203 0.2335 -1.9354 -0.706 0.432 -1.163 0.481

***

3.
13
Properties=species:S:1:pos:R:3:forces:R:3:nbo_charge:R:1 method="wB97M-V/def2-TZVPD" gap_ev=9.6707 lumo_energy_ev=0.819 total_charge=0 e_above_lowest_kcal_mol=83.3
C 1.7157 -1.0785 -0.2137 -0.098 -0.877 1.423 0.265
C -1.5568 1.7200 0.9024 4.057 -3.339 -1.356 -0.544
C -2.2074 0.8124 0.2170 -3.027 0.093 -0.354 0.174
N 2.1719 -1.5433 -1.3808 -0.024 1.659 0.608 -0.814
O 1.8416 -2.0876 0.7394 -0.577 1.013 0.622 -0.741
O -1.7805 -0.2658 -0.4601 -0.091 -0.110 -0.128 -0.682
H -0.4606 1.5554 1.0419 -0.851 0.447 -0.162 0.192
H 1.5285 -1.8397 1.6856 0.585 -0.032 -2.878 0.510
H -1.9941 2.4668 1.3812 -1.979 3.093 1.878 0.201
H -3.3278 0.8804 0.1331 1.162 -0.083 0.075 0.163
H 2.4555 -0.8065 -2.0380 -0.525 -0.839 0.324 0.409
H 2.6322 -2.4227 -1.4311 0.493 -0.902 -0.142 0.382
H -0.8345 -0.2155 -0.5744 0.876 -0.123 0.089 0.485

***

| no. | E (a.u.) |
| --- | --- |
| 1 | -961.54530 |
| 2 | -1384.25580 |
| 3 | -323.64828 |